Record 1
Here is a structure of composition C4H5Br2O3S from OMol25. Energies are from ωB97M-V/def2-TZVPD.

Results
**Total charge**: -1
**Multiplicity**: 1
**Highest occupied orbital energy**: -5.4 eV
**ΔE to the lowest compared entry with this formula, charge and spin**: 0.2518 eV

```
15
Properties=species:S:1:pos:R:3:forces:R:3
C 0.63079 -1.29526 0.87466 1.3455 0.8400 -2.1054
C 0.04579 -0.68282 -0.39567 -2.4860 -1.0059 -1.0765
C -0.68102 -1.70948 0.42583 -0.9434 -1.3508 0.8778
C -0.67201 0.60959 -0.56257 3.7776 2.5009 0.7753
O 1.29581 -2.50476 -1.61163 0.3925 0.1762 -0.7755
O -0.70783 -1.71178 -2.78400 1.4294 1.0960 0.8238
O 1.34849 -0.29962 -2.67495 -0.1650 0.4981 -0.2545
S 0.54323 -1.33945 -2.07828 -0.6270 -1.8653 1.0732
Br -0.97290 -3.56796 -0.06229 -0.1012 0.2428 0.1237
Br -2.14071 -1.26906 1.71473 0.4193 0.2702 -0.6266
H 1.48541 -1.86255 0.54322 0.1122 -0.5687 0.4869
H 0.76783 -0.54914 1.59477 0.0252 0.5232 1.5273
H 0.11000 1.48204 -0.51468 -1.4026 -1.2758 0.5028
H -1.54950 0.83243 -0.03522 -0.8993 0.0373 1.3923
H -0.92388 0.70857 -1.54916 -0.8772 -0.1181 -2.7446
```
Forces are in eV/Å.

So, what does the Mulliken scheme give us? The charges, in e, come out as: atom 1 (C): -0.87, atom 2 (C): 0.90, atom 3 (C): -0.16, atom 4 (C): -1.60, atom 5 (O): -0.68, atom 6 (O): -0.64, atom 7 (O): -0.68, atom 8 (S): 1.21, atom 9 (Br): -0.09, atom 10 (Br): -0.22, atom 11 (H): 0.34, atom 12 (H): 0.37, atom 13 (H): 0.24, atom 14 (H): 0.40, atom 15 (H): 0.47

---

Record 2
Here is an isolated molecule of C4H4S2 from OMol25. Energies are from ωB97M-V/def2-TZVPD.

Results
**Total charge**: 0
**Multiplicity**: 1
**Highest occupied orbital energy**: -8.8 eV
**ΔE to the lowest compared entry with this formula, charge and spin**: 3.4382 eV

```
10
Properties=species:S:1:pos:R:3:forces:R:3
C -1.27122 1.94485 -0.13611 -0.6123 -1.0672 -1.3267
C -1.16655 0.73768 0.16127 -0.6576 2.1885 -1.4005
C -1.24898 -0.77019 0.04294 -0.6002 3.4876 0.8145
S -2.72142 -1.47018 0.03875 0.4292 -0.1915 -0.0853
S 0.20671 -1.54928 -0.25468 1.2496 -2.1704 0.2867
C 1.70866 -0.58992 0.20010 0.3651 1.0778 0.8502
H -1.55201 2.95589 -0.74840 1.0674 -3.0003 2.3736
H 1.67717 0.03085 1.26153 -0.0103 -1.7473 -2.9790
H 1.76869 0.04503 -0.70903 0.5535 0.2656 1.1030
H 2.59895 -1.33474 0.14364 -1.7845 1.1572 0.3635
```
Forces are in eV/Å.

So, what does the Mulliken scheme give us? The charges, in e, come out as: atom 1 (C): -0.12, atom 2 (C): -0.40, atom 3 (C): 0.36, atom 4 (S): -0.22, atom 5 (S): -0.04, atom 6 (C): -0.73, atom 7 (H): 0.30, atom 8 (H): 0.28, atom 9 (H): 0.27, atom 10 (H): 0.30

---

Record 3
Here is an isolated molecule of C6H10O from OMol25. Energies are from ωB97M-V/def2-TZVPD.

Results
**Total charge**: 0
**Multiplicity**: 1
**Highest occupied orbital energy**: -9.6 eV
**ΔE to the lowest compared entry with this formula, charge and spin**: 0.2645 eV

```
17
Properties=species:S:1:pos:R:3:forces:R:3
C 1.56035 1.22668 -1.42109 -0.0587 -0.1123 -0.0006
C 0.91199 0.06837 -1.49859 0.0589 0.1506 -0.0100
C 0.95414 -1.02108 -0.46316 0.1150 -0.0147 0.0085
C -0.39964 -1.17509 0.24959 -0.0413 -0.0445 -0.0211
C -0.54051 -0.10223 1.32455 0.1411 0.0378 0.1698
C -1.76190 0.78412 1.28041 -0.0171 0.0430 0.0707
O 0.29789 0.00343 2.19479 -0.3048 0.0205 -0.3430
H 1.47948 1.97655 -2.20386 -0.0125 -0.1197 0.1182
H 2.20046 1.46484 -0.57380 -0.0845 -0.0730 -0.1017
H 0.27361 -0.12630 -2.36301 0.0891 0.0483 0.1043
H 1.22970 -1.97045 -0.93753 -0.0724 0.1258 0.0312
H 1.71158 -0.80027 0.29705 -0.0727 -0.0535 -0.1458
H -0.45240 -2.15207 0.74561 0.0301 0.1703 0.0050
H -1.22849 -1.12439 -0.46704 0.1244 -0.0024 0.1122
H -2.61007 0.18528 1.63433 0.0147 0.1028 -0.0733
H -1.99325 1.11702 0.26282 0.1001 -0.1129 0.1346
H -1.63295 1.64560 1.93894 -0.0094 -0.1662 -0.0589
```
Forces are in eV/Å.

So, what does the Mulliken scheme give us? The charges, in e, come out as: atom 1 (C): -0.73, atom 2 (C): -0.12, atom 3 (C): -0.60, atom 4 (C): -0.54, atom 5 (C): 0.65, atom 6 (C): -1.18, atom 7 (O): -0.57, atom 8 (H): 0.27, atom 9 (H): 0.25, atom 10 (H): 0.29, atom 11 (H): 0.30, atom 12 (H): 0.33, atom 13 (H): 0.36, atom 14 (H): 0.32, atom 15 (H): 0.31, atom 16 (H): 0.33, atom 17 (H): 0.34

---

Record 4
Here is a structure of composition C23H43BrCl2N3O4SiV from OMol25. Energies are from ωB97M-V/def2-TZVPD.

Results
**Total charge**: 0
**Multiplicity**: 3
**Highest occupied orbital energy (spin up / spin down)**: -7.8 / -7.8 eV

```
78
Properties=species:S:1:pos:R:3:forces:R:3
C 3.78240 -1.74192 -2.30150 -0.2902 -0.3140 0.7227
C 2.91261 -1.24189 -3.40447 -0.0699 -0.4609 -1.3987
H 3.25475 -2.56230 -1.77943 0.4170 0.2661 0.1225
H 3.91269 -0.88463 -1.61244 0.2199 -0.7561 -0.0414
H 4.77567 -2.11751 -2.64623 -0.7854 0.3008 0.1490
C 2.78651 -1.89145 -4.57173 0.5373 0.5539 0.2056
C 3.16729 -3.31272 -4.76792 0.2362 -0.4760 -0.2446
H 2.52237 -1.36230 -5.48751 -0.5542 -0.1519 0.5085
H 2.67418 -3.95849 -4.02678 0.1609 0.1416 -0.1398
H 4.25147 -3.48621 -4.69095 -0.1879 -0.0371 -0.0916
H 2.81810 -3.60923 -5.76487 0.2836 -0.2410 0.2346
V 1.19240 -0.48835 0.43956 0.3476 -0.1498 -0.2900
Cl 2.70890 1.20456 -0.23014 -0.1877 -0.6458 0.8172
C 0.25936 2.35968 1.21789 -0.4739 0.8159 -0.1190
O 0.06337 1.11947 1.14345 -0.0345 0.4366 0.2251
N -0.71148 3.29017 1.37759 0.2096 -1.3836 0.0126
C -2.11671 2.89827 1.57474 -0.2564 -0.2354 -0.2921
C -0.43225 4.72709 1.39430 0.5471 0.3153 -0.0118
H 1.27930 2.77370 1.13118 -0.3659 -0.2075 -0.0005
H -2.15276 1.90866 2.07180 -0.0438 0.6187 -0.2859
H -2.65131 2.85761 0.59880 0.3804 -0.1028 0.5781
H -2.61093 3.67852 2.18611 0.3219 -0.6162 -0.1697
H 0.31352 4.94924 2.16814 -0.2047 0.0401 -0.1263
H -1.36345 5.26599 1.63484 0.5072 -0.3113 -0.1363
H -0.03975 5.11324 0.43608 -0.2940 -0.3718 0.3070
H -3.45605 2.13270 6.62696 0.0710 -0.3688 -0.0004
H -1.16750 1.99578 8.47665 -0.1578 -0.1700 -0.0690
C -3.16783 1.07390 6.49663 -0.1309 0.0062 0.1861
C -1.26367 0.96062 8.11838 0.0625 0.2434 -0.2305
N -1.75124 0.88813 6.74772 0.0341 0.1439 -0.1899
H -3.38297 0.77306 5.46449 0.0147 0.0208 0.3858
C -0.89686 0.77907 5.70208 -0.4804 -0.1786 -0.3897
O -1.24254 0.65018 4.52538 0.6591 0.2810 1.1597
H -0.27232 0.50421 8.15646 -0.1457 -0.0242 0.1364
H 0.14925 0.81906 6.07410 -0.0828 -0.2072 -0.5448
H -3.72044 0.45849 7.22151 -0.0604 0.1986 -0.3553
H -1.95151 0.42153 8.77966 0.2261 0.0398 -0.1296
H 0.19973 -4.16899 4.79651 -0.2505 -0.0562 -0.1988
H -1.38417 -4.18334 1.15186 -0.2532 -0.0209 0.3141
C -0.84157 -4.10471 4.45503 -0.1320 0.4433 0.2303
C -1.81176 -4.22940 2.16409 0.1806 0.1637 -0.3056
N -0.93320 -3.53785 3.10802 0.0507 0.9474 -0.4342
H -1.39862 -3.50026 5.18382 0.0340 -0.1343 -0.0764
C -0.45599 -2.28565 2.80903 0.3649 -0.8031 -0.2886
O -0.30405 -1.86343 1.64276 -0.3388 -0.0472 1.4375
H -2.80298 -3.75041 2.18659 0.2271 -0.1740 -0.2132
H -0.20185 -1.70525 3.72571 0.2302 -0.1426 -0.6867
H -1.28871 -5.10984 4.43417 0.3176 0.4438 0.0607
H -1.92612 -5.26660 2.49165 0.1126 0.1918 -0.2597
O 1.12217 -0.16008 -2.21921 -1.0681 -0.7553 0.5886
C 2.19642 0.03744 -3.13540 0.0867 1.2588 -0.0402
C 0.92291 0.37522 -5.34283 0.0210 0.2067 -0.1552
C 1.77121 0.85837 -4.33841 -0.5026 0.1694 0.2042
H 0.57795 -0.66300 -5.31723 0.2071 0.5480 -0.0386
C 0.49453 1.22037 -6.37381 0.0117 -0.3291 0.2201
H 2.87395 0.69363 -2.57670 0.0283 -0.1312 -0.1776
C 2.12626 2.21372 -4.33318 -0.2062 -0.1109 -0.3877
H -0.14655 0.80498 -7.15978 0.2235 0.2852 0.2810
C 0.86786 2.56099 -6.37774 0.0934 0.0448 0.3275
C 1.67272 3.06267 -5.34282 -0.0962 -0.2494 -0.3064
H 2.73476 2.58971 -3.50656 -0.1605 -0.0397 -0.3079
H 0.50054 3.22023 -7.16306 0.1608 -0.0964 0.1627
H 1.94407 4.11587 -5.34686 -0.0324 -0.1643 0.0719
Si -0.63494 -0.41929 -2.15022 0.4135 2.4407 -0.6506
Cl 0.22279 -2.45108 -1.28168 0.8680 -0.5690 1.0796
C -1.40677 -1.21847 -3.64706 -0.0979 -0.0667 -0.2492
C -0.81453 1.57222 -2.28517 0.0637 -0.1864 -0.4716
C -1.81795 -0.48056 -0.66200 0.1348 -0.1077 0.7826
H -1.38096 -0.53186 -4.49664 -0.0785 -0.1027 0.0790
H -2.45800 -1.48138 -3.46438 0.2624 0.0175 0.0756
H -0.85838 -2.12907 -3.89992 -0.1077 0.0407 -0.1057
H -1.73169 -1.37305 -0.02176 -0.2293 0.5321 -0.2344
H -2.83345 -0.46872 -1.08999 0.2632 0.2164 -0.0415
H -1.66475 0.44349 -0.06865 -0.4414 -0.7160 -0.2346
H -0.90798 1.87146 -3.34235 0.1037 0.0588 0.1859
H 0.13666 2.00480 -1.92316 -0.3490 -0.1305 -0.1287
H -1.62453 2.08182 -1.73920 -0.0465 -0.3555 -0.1087
Br 2.79240 -1.59061 1.97597 -0.4982 0.4672 -0.4935
```
Forces are in eV/Å.

So, what does the Mulliken scheme give us? The charges, in e, come out as: atom 1 (C): -1.53, atom 2 (C): 0.37, atom 3 (H): 0.17, atom 4 (H): 0.26, atom 5 (H): 0.42, atom 6 (C): 0.06, atom 7 (C): -1.56, atom 8 (H): 0.62, atom 9 (H): 0.25, atom 10 (H): 0.32, atom 11 (H): 0.41, atom 12 (V): 0.45, atom 13 (Cl): -0.53, atom 14 (C): -0.24, atom 15 (O): -0.11, atom 16 (N): 0.35, atom 17 (C): -0.96, atom 18 (C): -0.94, atom 19 (H): 0.45, atom 20 (H): 0.29, atom 21 (H): 0.26, atom 22 (H): 0.42, atom 23 (H): 0.37, atom 24 (H): 0.31, atom 25 (H): 0.32, atom 26 (H): 0.30, atom 27 (H): 0.31, atom 28 (C): -0.88, atom 29 (C): -0.86, atom 30 (N): 0.15, atom 31 (H): 0.24, atom 32 (C): 0.08, atom 33 (O): -0.58, atom 34 (H): 0.31, atom 35 (H): 0.34, atom 36 (H): 0.32, atom 37 (H): 0.29, atom 38 (H): 0.32, atom 39 (H): 0.21, atom 40 (C): -0.85, atom 41 (C): -0.85, atom 42 (N): 0.21, atom 43 (H): 0.35, atom 44 (C): 0.02, atom 45 (O): -0.45, atom 46 (H): 0.29, atom 47 (H): 0.42, atom 48 (H): 0.27, atom 49 (H): 0.36, atom 50 (O): 0.85, atom 51 (C): -0.31, atom 52 (C): 0.04, atom 53 (C): -0.08, atom 54 (H): 0.81, atom 55 (C): -1.30, atom 56 (H): 0.58, atom 57 (C): -0.36, atom 58 (H): 0.35, atom 59 (C): -0.52, atom 60 (C): -0.76, atom 61 (H): 0.36, atom 62 (H): 0.39, atom 63 (H): 0.39, atom 64 (Si): 0.83, atom 65 (Cl): -0.40, atom 66 (C): -1.36, atom 67 (C): -1.07, atom 68 (C): -1.07, atom 69 (H): 0.37, atom 70 (H): 0.38, atom 71 (H): 0.31, atom 72 (H): 0.13, atom 73 (H): 0.52, atom 74 (H): 0.14, atom 75 (H): 0.34, atom 76 (H): 0.08, atom 77 (H): 0.38, atom 78 (Br): -0.60